# 1
ORCA calculation (ωB97M-V/def2-TZVPD) on a molecular structure, C14H56Fe2O26S3.

```
101
Properties=species:S:1:pos:R:3:forces:R:3:lowdin_spin:R:1
O -3.228 -0.839 1.162 0.038 -5.720 0.564 0.18
H -0.919 -3.147 2.884 0.118 0.469 -0.379 0.00
H -4.193 -3.016 0.139 0.162 0.188 0.330 0.00
H -2.035 3.343 1.938 -1.119 -0.161 -0.470 0.00
O 4.253 1.225 2.906 1.035 -1.221 -1.531 0.00
O -3.943 -0.991 -2.639 -0.424 -1.270 -1.325 0.04
H 0.666 -4.310 -2.416 -0.040 0.601 -0.353 0.00
H -1.201 -0.432 -6.193 0.345 0.304 0.245 0.00
H -7.026 1.191 -1.427 0.345 -0.031 -0.549 0.00
C -1.944 2.262 -2.169 1.595 1.193 1.249 0.00
H 4.166 1.256 0.217 -0.064 -0.253 0.287 0.00
H 4.456 -3.551 1.082 0.378 -0.292 0.551 0.00
C -1.719 4.229 1.386 1.969 -0.956 0.335 0.00
H -2.724 -1.109 -5.841 -0.548 0.445 -0.547 0.00
O 2.069 -0.294 2.447 0.615 -2.191 0.474 0.05
H -5.455 2.123 -1.274 0.032 -0.439 -0.429 0.00
H -2.248 -1.878 3.076 0.345 -0.266 -0.422 0.00
H -3.265 -0.909 -3.315 1.492 0.604 -0.300 0.00
C -6.086 1.322 -0.890 -0.492 1.523 0.815 0.01
O 3.585 -0.384 -0.911 -0.634 -1.611 0.063 0.00
H 3.066 3.809 2.072 -0.023 0.255 0.087 0.00
H 2.182 5.399 2.024 -0.197 -0.352 0.031 0.00
H -6.101 -0.546 -0.736 0.412 -0.627 0.202 0.00
H 5.753 -0.208 2.948 0.038 0.261 0.081 0.00
O -1.468 -0.526 -0.858 0.216 -0.960 -1.894 0.11
S 1.055 2.548 3.598 1.919 1.496 3.240 0.02
H -3.573 1.662 -2.732 -0.727 -0.921 0.120 0.00
C 2.552 -1.655 2.633 -1.576 -0.898 -0.721 0.01
O -4.110 0.612 2.853 1.762 0.352 -0.835 0.04
Fe -3.339 -0.324 -0.716 -0.075 -0.532 0.331 4.27
H -2.407 4.745 0.717 -0.290 -0.186 0.383 0.00
O -0.391 -1.256 3.767 -0.535 -1.103 -0.865 0.03
O -0.053 -1.050 1.011 -0.608 -7.424 1.463 0.07
H -1.922 2.781 -1.210 0.901 -0.207 0.210 0.00
H -1.072 1.656 -2.411 0.558 0.962 0.016 0.00
O -3.710 -2.593 -0.575 -0.431 -0.098 -1.022 0.04
H -3.026 -4.464 -1.336 -0.631 0.047 -0.020 0.00
H -5.285 -1.532 -4.165 0.144 0.368 -0.037 0.00
O 0.110 0.820 0.257 1.165 7.128 -2.920 0.07
H -2.041 -3.678 -0.152 0.578 0.261 -0.414 0.00
H -0.500 4.619 2.846 0.086 -0.328 0.364 0.00
H 2.855 0.251 2.527 0.920 1.340 0.129 0.00
C 5.223 0.458 3.628 -1.193 0.881 0.720 0.00
O -1.834 -0.590 -4.212 0.301 -0.241 1.429 0.00
H -6.400 1.711 0.078 0.232 -0.326 0.373 0.00
O 0.945 -0.973 -1.242 -2.522 0.422 1.524 0.02
C 3.793 0.973 -0.767 1.099 1.193 0.347 0.00
H -4.586 -2.937 -3.458 0.346 0.011 0.873 0.00
H 3.277 4.923 0.716 0.063 0.050 0.011 0.00
O 0.303 3.659 4.088 -0.435 0.799 -0.193 0.02
H -2.149 -3.079 -1.886 0.063 0.428 0.436 0.00
H 2.148 1.098 -3.148 0.457 1.231 -0.492 0.00
H 0.579 -2.770 -0.468 0.360 -0.043 -0.188 0.00
Fe 0.134 0.444 2.233 2.389 -0.537 1.041 4.23
H -0.975 -0.252 -3.950 0.820 -0.068 0.404 0.00
H 5.849 1.136 4.208 0.574 -0.104 -0.364 0.00
C -1.344 -2.337 3.477 0.223 0.742 1.390 0.00
O 2.440 2.611 4.079 -0.664 0.034 -0.589 0.02
O -1.156 5.082 2.321 -0.633 2.252 0.321 0.00
O 4.199 5.593 2.446 -0.548 -0.554 -0.719 0.00
H 2.848 1.501 -0.896 0.235 0.444 -0.377 0.00
H 1.225 -0.841 -2.923 0.118 0.180 0.241 0.00
C -4.907 -1.923 -3.220 -0.680 1.547 0.776 0.01
H 4.679 -0.095 4.394 0.126 -0.579 0.044 0.00
H 4.454 5.158 3.263 -0.294 -0.196 -0.018 0.00
C -2.061 -0.300 -5.536 -0.559 -0.662 -1.340 0.00
H 3.554 -1.824 3.028 0.157 0.913 -0.429 0.00
S -0.104 -0.461 -0.302 1.940 -0.759 -0.430 0.03
H 2.093 1.122 -4.977 -0.672 -0.458 0.082 0.00
H -0.846 3.874 0.838 -0.247 -0.420 -1.056 0.00
H -5.699 -1.776 -2.486 -0.355 -1.209 -0.378 0.00
H 3.057 -0.045 -3.981 0.226 -0.015 -0.723 0.00
H 4.605 1.191 -1.461 -0.296 0.953 -0.297 0.00
H 4.762 -4.083 -0.530 -0.039 -0.082 -0.348 0.00
C 1.301 -4.268 -1.531 -0.666 -0.117 0.042 0.00
H 2.664 -0.442 -1.177 -0.120 -0.786 0.264 0.00
O -5.383 0.091 -0.774 -1.095 -0.064 -0.041 0.04
C 5.224 -3.559 0.308 -0.030 0.501 -0.777 0.00
C 3.102 4.862 1.790 1.007 0.863 0.468 0.00
H -2.493 0.694 -5.647 -0.137 0.011 -0.371 0.00
C -2.672 -3.483 -1.019 0.272 -0.679 0.519 0.00
O -1.674 0.613 2.298 -4.538 0.732 0.115 0.09
O -2.958 1.330 -2.075 -2.650 -0.537 -0.943 0.04
H 1.916 -2.257 3.283 -0.374 0.670 0.496 0.00
H 1.495 -5.332 -1.394 0.261 0.093 0.715 0.00
S -3.080 0.443 1.847 -0.697 0.262 3.007 0.03
H 3.773 1.865 3.436 -0.456 0.394 0.820 0.00
C 2.128 0.518 -4.071 0.505 -0.736 2.809 0.00
H -0.110 -1.253 4.684 -0.076 0.083 0.004 0.00
O 0.430 1.276 3.885 -2.219 -4.585 7.186 0.16
O 0.585 -3.728 -0.414 0.293 -0.960 -0.169 0.00
H 2.362 -2.172 1.693 0.722 0.035 -0.296 0.00
H 4.798 -1.779 -0.347 -0.281 0.483 -0.142 0.00
H -2.197 3.073 -2.852 0.236 -0.395 -0.583 0.00
H -1.658 -2.786 4.419 0.094 -0.001 0.162 0.00
H 2.235 -3.745 -1.736 -0.037 0.044 -0.004 0.00
O 5.588 -2.231 -0.041 0.243 -0.483 0.169 0.00
H 6.154 -4.090 0.511 -0.279 -0.037 0.586 0.00
O 0.865 2.198 2.211 1.899 3.884 -7.814 0.15
O -3.330 1.121 0.578 -0.133 5.647 -2.243 0.17
O 1.049 -0.371 -3.742 -1.092 0.104 -2.587 0.00
```
Positions in Å, forces in eV/Å.

Its HOMO-LUMO gap (spin up / spin down) is 7.5 / 6.1 eV. Its spin multiplicity is 11. Its charge is 0. The largest force on an atom is 8.93 eV/A. As for the HOMO energy (spin up / spin down): -8.41 / -8.41 eV. As for the expectation value of S²: 30.0135.

---

# 2
ORCA calculation (ωB97M-V/def2-TZVPD) on a single C12H21NO4 molecule.

```
38
Properties=species:S:1:pos:R:3:forces:R:3:nbo_charge:R:1
H 2.258 -0.986 0.950 0.892 0.252 0.689 0.23
C 0.075 -2.892 -0.437 -4.821 0.262 -1.723 -0.05
H 0.643 -3.636 -0.040 2.407 -1.654 0.852 0.19
H 2.786 0.726 1.665 -0.208 -2.093 -2.240 0.18
C -0.390 -0.706 -0.443 -0.751 5.790 8.878 0.44
O 0.255 -1.689 0.195 0.199 0.327 0.410 -0.50
C 2.695 -0.007 0.642 3.706 -2.582 9.670 -0.44
H -0.483 -0.708 -1.422 -0.062 -0.345 -4.891 0.16
H 2.147 1.570 -0.426 -0.912 -1.680 -0.175 0.17
H -0.069 2.015 -1.676 0.009 -0.374 3.075 0.18
H -2.405 2.510 -0.546 -5.944 7.444 -1.489 0.21
H 4.723 -1.012 0.939 -1.902 1.909 -1.632 0.18
C -2.435 0.740 0.102 3.126 2.731 -2.954 0.20
C -1.424 -3.434 -0.084 5.666 8.579 -14.083 -0.56
C 0.316 0.641 0.170 -0.617 -0.158 -1.942 -0.27
C -4.002 0.725 0.347 3.599 -1.630 -0.663 0.65
O -1.799 -0.497 0.099 -0.644 -1.019 0.449 -0.61
H -3.661 -1.117 0.628 1.347 -2.434 -0.079 0.40
C 0.152 3.412 0.188 0.310 -12.427 5.280 -0.52
H -1.516 -4.227 -0.561 -1.117 -7.506 -4.134 0.19
O -4.623 1.685 0.024 -1.496 0.970 0.302 -0.58
H 1.927 -0.158 -1.174 -0.913 1.545 1.611 0.18
H -2.233 -2.774 -0.349 0.033 0.629 -1.219 0.20
H 0.236 -2.670 -1.543 -0.236 -1.153 1.124 0.16
H 4.000 -0.848 -0.721 0.059 -0.602 -1.010 0.15
H 0.347 0.835 1.230 -1.103 -1.015 0.906 0.23
C 4.087 -0.279 0.180 1.700 -2.025 1.728 -0.04
H 1.114 3.342 0.298 5.619 0.637 -0.288 0.20
C 1.748 0.478 -0.148 -1.035 5.421 -9.782 -0.36
O 4.923 0.816 0.004 -2.059 4.159 -2.984 -0.70
H -5.212 -0.663 0.848 -12.732 -2.996 0.486 0.36
H 4.377 1.563 -0.658 2.395 -3.295 2.873 0.45
C -0.352 1.910 -0.408 6.210 2.999 -4.318 -0.17
C -1.698 1.931 -0.443 -3.078 -12.116 4.965 -0.27
H -0.314 4.071 -0.186 -5.556 9.104 -5.755 0.18
H -0.187 3.335 1.211 -0.407 0.121 0.622 0.19
H -1.623 -3.487 0.730 -2.749 -1.768 17.958 0.17
N -4.383 -0.515 0.817 11.066 5.993 -0.517 -0.78
```
Positions in Å, forces in eV/Å.

Its HOMO-LUMO gap is 8.4 eV. Its charge is 0. Its energy above the lowest of the compared OMol25 structures with the same formula, charge and spin is 1276.7 kJ/mol. As for the structure (SMILES): CCO[C@H]1OC(C(N)=O)=C[C@@H](C)[C@@H]1CCCO. The largest force on an atom is 18.25 eV/A. As for the HOMO energy: -7.79 eV.

---

The lowest largest force on an atom belongs to which entry? C14H56Fe2O26S3

---

What is the formula in the first record? C14H56Fe2O26S3

---

Among the records above, which one has the lowest largest force on an atom? C14H56Fe2O26S3